The following is a DFT calculation (wB97M-V/def2-TZVPD) of a molecular structure, C21H34BClIrN6O4S3 at a distorted geometry.

Structure (XYZ):
```
71
Properties=species:S:1:pos:R:3:forces:R:3
Ir 0.3367 -0.3276 0.3539 -1.45 0.32 -0.82
C -4.5348 -1.9681 1.6784 0.03 -0.01 -0.07
C -4.5945 -0.4489 1.5353 -0.07 -0.03 0.09
C -6.0430 0.0472 1.4719 0.06 0.01 -0.07
C -3.9128 0.2146 2.7250 0.06 0.07 -0.08
N -3.9341 -0.1027 0.2057 -0.13 0.02 0.07
C -4.5693 -0.4299 -0.9805 0.02 -0.03 0.21
C -3.7827 -0.0265 -1.9929 0.16 0.01 -0.04
N -2.6462 0.5370 -1.4432 0.02 0.24 -0.13
B -1.5990 1.1871 -2.3871 -0.07 -0.16 0.01
N -0.8760 2.4199 -1.7380 0.02 0.00 -0.04
C -1.4885 3.6338 -1.7389 -0.12 -0.09 -0.01
C -0.6254 4.5486 -1.2094 0.17 0.05 0.05
N 0.5392 3.9028 -0.9192 -0.07 0.06 -0.07
C 0.3705 2.5905 -1.2361 0.06 -0.04 0.03
S 1.5209 1.3438 -0.9986 -0.25 -0.06 0.20
C 1.7683 4.5676 -0.3135 0.16 0.08 0.09
C 2.9326 4.4396 -1.2967 -0.12 -0.09 -0.06
C 2.0705 3.9259 1.0410 -0.12 -0.11 -0.03
C 1.4548 6.0442 -0.0962 -0.13 0.00 -0.08
N -0.5951 0.1478 -3.0065 -0.13 0.01 0.03
C -0.0416 0.4026 -4.2314 0.01 0.04 0.02
C 0.6338 -0.7060 -4.6294 0.05 -0.04 0.03
N 0.4721 -1.6636 -3.6637 -0.09 -0.02 0.01
C -0.2790 -1.1255 -2.6695 0.15 0.05 -0.19
S -0.7074 -1.8851 -1.1807 0.60 0.46 0.32
C 1.0258 -3.0812 -3.7644 0.02 -0.15 -0.05
C 1.9862 -3.3443 -2.6074 -0.05 0.12 0.08
C -0.1506 -4.0572 -3.7792 -0.05 0.09 0.00
C 1.7942 -3.2051 -5.0784 -0.05 0.11 -0.01
C -2.7567 0.4763 -0.0999 -0.20 -0.30 -0.19
S -1.5044 0.9947 0.9976 0.57 -0.32 0.03
H -5.0151 -2.2579 2.6131 0.01 0.01 -0.03
H -3.4996 -2.3175 1.7055 -0.05 0.01 0.00
H -5.0572 -2.4726 0.8628 0.03 0.02 0.05
H -6.5061 -0.1225 2.4431 0.01 0.00 -0.03
H -6.6433 -0.4847 0.7345 0.02 0.02 0.02
H -6.0836 1.1173 1.2584 0.00 -0.05 0.02
H -4.5236 0.0093 3.6033 -0.02 0.00 -0.02
H -3.8520 1.2991 2.6128 0.00 -0.05 0.02
H -2.9229 -0.1908 2.9206 0.00 0.01 0.01
H -5.5288 -0.9132 -1.0094 0.03 0.03 0.05
H -3.9398 -0.0836 -3.0583 0.04 0.06 0.09
H -2.2160 1.6232 -3.3174 0.05 0.03 0.05
H -2.4859 3.7728 -2.1274 0.11 -0.02 0.02
H -0.7687 5.5997 -1.0386 0.01 -0.04 -0.01
H 3.2384 3.4056 -1.4518 0.00 0.02 0.01
H 3.7910 4.9788 -0.8967 -0.04 -0.01 0.01
H 2.6727 4.8814 -2.2608 0.03 -0.01 0.04
H 2.3668 2.8803 0.9579 0.01 -0.02 -0.01
H 1.2075 3.9944 1.7075 0.04 0.02 -0.02
H 2.9006 4.4581 1.5039 -0.02 0.02 -0.02
H 1.2513 6.5618 -1.0362 0.01 0.00 0.05
H 2.3326 6.5092 0.3470 0.01 -0.01 0.00
H 0.6212 6.1909 0.5945 0.06 0.01 -0.02
H -0.1917 1.3377 -4.7477 0.00 -0.07 0.06
H 1.2029 -0.8661 -5.5263 -0.03 -0.04 0.04
H 1.4823 -3.3861 -1.6428 -0.02 0.01 0.01
H 2.7633 -2.5802 -2.5607 0.01 -0.02 0.00
H 2.4650 -4.3102 -2.7666 -0.01 0.02 -0.01
H -0.7007 -4.0637 -2.8388 0.02 0.00 -0.02
H 0.2351 -5.0637 -3.9422 -0.01 0.03 0.01
H -0.8395 -3.8221 -4.5937 0.04 -0.02 0.03
H 2.6547 -2.5331 -5.1172 -0.04 -0.04 0.00
H 1.1549 -3.0397 -5.9481 0.04 -0.02 0.03
H 2.1729 -4.2234 -5.1442 -0.01 0.01 0.01
O 2.7609 -1.0626 -0.1225 0.20 -0.22 0.31
Cl 2.5707 -1.3427 1.3058 0.54 -0.11 0.01
O 3.6927 -1.9015 1.9250 -0.20 0.08 -0.10
O 2.1413 -0.0703 1.9144 0.10 -0.01 0.00
O 1.3751 -2.2088 1.3795 -0.07 0.07 0.00
```
Forces are in eV/Å.

Output
HOMO-LUMO gap (spin up / spin down)   8.883 / 5.556 eV
ΔE to the lowest compared entry with this formula, charge and spin   2.9 kcal per mole
Total charge   +2
Spin multiplicity   6
DFT total energy   -3233.28300 a.u.

***

The following is a DFT calculation (wB97M-V/def2-TZVPD) of a molecular structure, C3H4O4Yb at a distorted geometry.

Structure (XYZ):
```
12
Properties=species:S:1:pos:R:3:forces:R:3
C 1.3884 -0.3396 0.9992 0.45 -0.13 -0.36
C 0.1194 0.0452 0.3537 -1.44 1.16 0.52
O 0.3403 0.2631 -1.0262 0.40 -0.01 0.50
C -0.7146 0.5744 -1.8373 0.97 -0.16 -2.45
O -0.4650 0.6148 -3.0396 -0.31 0.08 1.24
O -1.8360 0.7691 -1.2836 -2.14 0.43 1.85
O 1.2916 -1.4370 1.7947 -0.05 -0.37 0.28
Yb -3.6169 1.1823 0.1757 1.27 -0.29 -1.06
H 2.3451 -0.1584 0.5013 -0.41 0.06 0.13
H -0.3374 0.9759 0.8555 0.69 -0.75 -0.73
H 2.1636 -1.7811 2.0100 0.02 0.11 0.02
H -0.6786 -0.7088 0.4966 0.55 -0.12 0.06
```
Forces are in eV/Å.

Output
HOMO-LUMO gap (spin up / spin down)   6.246 / 7.884 eV
ΔE to the lowest compared entry with this formula, charge and spin   0.0 kcal per mole
Spin multiplicity   3
DFT total energy   -1576.25199 a.u.

***

The following is a DFT calculation (wB97M-V/def2-TZVPD) of a molecular structure, C21H41N2O2P3STc at a distorted geometry.

Structure (XYZ):
```
71
Properties=species:S:1:pos:R:3:forces:R:3
P -3.8059 -1.2800 0.6512 -3.30 -3.33 0.61
C -3.6025 -2.3725 2.1072 1.57 0.75 0.28
H -4.5671 -2.7355 2.4784 -0.02 0.26 -0.25
H -3.1075 -1.7799 2.8872 -0.23 -0.34 0.23
H -2.9564 -3.2168 1.8366 -0.15 0.17 0.09
C -5.5442 -0.7254 0.8413 0.62 1.96 -0.29
H -5.8652 -0.2807 -0.1140 -0.09 -0.12 0.38
H -5.5456 0.0637 1.6096 -0.36 -0.24 -0.19
H -6.2221 -1.5407 1.1329 0.54 -0.11 -0.07
C -3.9985 -2.5630 -0.6623 1.48 0.74 -0.81
H -4.9464 -3.1110 -0.5539 0.12 0.37 0.28
H -3.1443 -3.2533 -0.6015 -0.35 0.11 -0.09
H -3.9692 -2.0628 -1.6402 -0.29 -0.42 0.08
P 2.1874 -1.0915 -3.3517 -0.53 0.52 0.24
C 3.1613 -2.0979 -2.2109 -0.23 0.10 0.35
H 3.9042 -2.6565 -2.8045 -0.20 0.15 0.29
H 2.4858 -2.7964 -1.6836 0.48 0.20 -0.21
H 3.6657 -1.4327 -1.4862 -0.13 -0.43 -0.29
C 1.6022 -2.1960 -4.6484 -0.49 -0.02 0.14
H 1.0065 -1.6476 -5.3899 0.21 -0.20 0.07
H 0.9887 -2.9866 -4.1994 0.11 0.07 -0.20
H 2.4735 -2.6465 -5.1390 -0.14 0.08 0.04
C 3.3450 0.0398 -4.1664 -0.17 0.36 0.27
H 4.0559 -0.5561 -4.7578 -0.17 0.16 0.14
H 3.8942 0.6110 -3.4023 -0.10 -0.11 -0.32
H 2.8064 0.7347 -4.8301 0.35 -0.25 0.16
P 0.1656 3.2975 1.9169 0.25 2.88 0.14
C 1.2107 3.5650 3.3734 0.22 -0.69 -0.04
H 1.1162 4.5992 3.7259 -0.03 -0.21 -0.13
H 2.2546 3.3717 3.1030 -0.05 0.12 0.14
H 0.9124 2.8689 4.1602 0.05 0.17 0.10
C 0.8534 4.5425 0.7274 0.14 -0.40 -0.31
H 1.1782 5.4512 1.2658 -0.15 -0.40 -0.16
H 0.0907 4.8208 -0.0150 0.22 -0.03 0.24
H 1.7147 4.0959 0.2116 -0.09 0.33 0.09
C -1.4027 4.1086 2.3687 -0.40 -0.66 -0.16
H -1.2202 5.1083 2.7858 0.10 -0.27 -0.09
H -1.9372 3.4901 3.0956 -0.01 0.23 0.01
H -2.0227 4.2047 1.4683 0.06 0.05 0.23
Tc 0.1441 0.2145 -2.0263 4.67 -3.20 2.86
C -0.1469 -1.5325 -1.1403 0.01 -4.62 1.90
O -0.3087 -2.5870 -0.6608 0.38 4.05 -1.73
C 1.6899 0.9161 -1.0071 4.65 1.23 2.59
O 2.6326 1.3422 -0.4604 -3.92 -1.54 -2.19
C 0.1191 2.0678 -3.0823 0.32 1.33 -1.22
C -0.7003 2.1538 -1.9456 -0.37 1.04 0.64
C -1.7078 1.2103 -1.7483 -1.83 0.40 0.27
C -1.8792 0.1584 -2.6553 -1.82 -0.24 -0.25
C -1.0288 0.0375 -3.7623 -1.09 -0.94 -1.37
C -0.0661 1.0269 -3.9884 0.24 0.81 -1.71
H 0.9499 2.7363 -3.2215 0.02 0.36 -0.08
H -0.5156 2.8690 -1.1561 0.11 0.21 -0.18
H -2.2578 1.1914 -0.8096 0.01 0.20 -0.23
H -2.6188 -0.6049 -2.4436 0.07 0.08 -0.21
H -1.0984 -0.8265 -4.4168 -0.14 0.22 0.01
H 0.6002 0.9202 -4.8327 -0.01 0.15 -0.06
S -0.3948 0.8496 2.0602 -0.34 -1.35 -0.50
C 0.7226 -0.3886 2.5796 0.94 -0.93 0.23
N 1.9983 -0.0726 2.8456 -0.98 0.66 0.02
C 2.8325 -0.8675 3.7544 0.36 -0.22 0.45
C 2.5770 -2.3508 3.5434 0.32 -0.12 -0.32
C 1.0900 -2.6586 3.5382 0.17 -0.35 0.49
N 0.3555 -1.6772 2.7209 -0.47 1.02 -0.16
H 2.2211 0.9133 2.7356 0.03 -0.36 0.20
H 2.5972 -0.5975 4.7985 0.10 0.08 -0.39
H 3.8787 -0.6102 3.5562 -0.25 -0.09 0.10
H 3.0656 -2.9154 4.3474 -0.15 0.12 -0.23
H 3.0292 -2.6753 2.5986 -0.05 0.06 0.14
H 0.7053 -2.6358 4.5704 -0.05 0.05 -0.36
H 0.9056 -3.6609 3.1353 -0.01 0.27 0.05
H -0.6064 -1.8906 2.4832 0.25 0.11 0.27
```
Forces are in eV/Å.

Output
HOMO-LUMO gap (spin up / spin down)   6.061 / 5.247 eV
Total charge   +4
Spin multiplicity   4
DFT total energy   -2586.32419 a.u.

***

The following is a DFT calculation (wB97M-V/def2-TZVPD) of a molecular structure, C10H16BBeBrClIO8S at a distorted geometry.

Structure (XYZ):
```
40
Properties=species:S:1:pos:R:3:forces:R:3
C -4.7508 0.6893 2.7394 -0.15 0.85 -0.28
C -4.7326 0.2386 1.2136 -3.26 -1.56 -0.71
O -5.7678 -0.3126 0.7667 3.88 1.30 1.33
O -3.6409 0.3476 0.3145 -0.86 0.57 1.41
C -3.1591 1.7111 0.1603 0.68 1.22 -0.37
C -1.9304 1.8209 -0.8950 -0.99 0.81 0.07
C -0.4936 1.8563 -0.2223 -0.46 0.97 0.13
C 0.0315 0.5425 0.4826 -0.46 -0.27 -1.21
Br -0.9570 -0.0479 2.0899 0.60 0.53 -0.89
C 0.2897 -0.7339 -0.4287 4.62 -0.35 3.15
O 0.8107 -1.7701 0.4401 -0.91 1.46 -1.68
I -1.5840 -1.6861 -1.2090 -2.25 -1.22 -0.62
C 1.3985 -0.5307 -1.5638 -0.77 -0.89 -1.20
Cl 0.7336 0.4221 -3.0163 0.34 -0.78 1.36
C 2.8058 0.0529 -1.0578 1.50 -1.04 -0.29
C 3.7927 -1.0212 -0.3777 -0.01 0.57 -0.01
B 4.4532 -2.0912 -1.4091 2.33 -1.29 -0.15
O 3.8818 -2.5705 -2.6401 -0.44 0.29 2.30
O 5.7599 -2.6060 -1.0436 -3.35 0.49 0.35
O 2.7287 1.2324 -0.2151 -2.40 -1.24 0.67
S 1.7542 1.0380 1.1243 3.48 3.53 6.73
O 2.2723 0.1091 2.1748 -1.41 0.65 -4.05
O 1.7010 2.4029 1.7830 -0.90 -3.58 -3.57
H -3.9533 1.4525 3.0173 -0.87 -1.22 -0.39
H -5.7667 1.2023 2.9061 1.52 -0.87 -0.38
H -4.7337 -0.2114 3.4444 0.16 1.16 -1.22
H -2.7618 2.1216 1.1557 -0.80 -0.54 -1.33
H -4.0499 2.3396 -0.2124 1.50 -0.87 0.56
H -2.0805 2.8721 -1.3530 0.42 -1.65 0.68
H -2.0503 1.1147 -1.7848 0.19 0.82 1.28
H 0.2772 2.2543 -0.9820 -1.06 -0.93 1.16
H -0.5394 2.6799 0.5849 0.22 -1.44 -1.08
H 1.3358 -2.4144 -0.0832 -0.28 0.52 0.26
H 1.6078 -1.5774 -2.0019 -0.11 1.69 0.59
H 3.3538 0.3930 -2.0157 -1.18 -0.29 1.43
H 3.3592 -1.5607 0.5274 0.36 0.86 -1.01
H 4.6761 -0.4009 0.0333 -1.45 -0.86 -0.58
H 3.2842 -3.3114 -2.3758 0.80 0.51 -0.74
H 5.7670 -2.7054 -0.0595 0.57 0.43 -1.04
Be -3.1229 -3.3420 -0.0114 1.20 1.69 -0.64
```
Forces are in eV/Å.

Output
HOMO-LUMO gap   3.680 eV
Total charge   +2
Spin multiplicity   1
DFT total energy   -4761.39094 a.u.

***

> Which formula does entry 3 have?

C21H41N2O2P3STc